(1)
The following is a quantum chemistry calculation of an isolated ion of composition CH10NOSSi2 and charge +1 in a non-equilibrium geometry, from the OMol25 dataset.

Kohn-Sham gap, Ha: 0.3031
Highest occupied orbital energy, eV: -12.37
LUMO, eV: -4.122

```
! wB97M-V def2-TZVPD RIJCOSX def2/J DEFGRID3
* xyz 1 1
C 1.08199 1.27292 0.56571
N 0.72244 1.14878 2.07408
O 0.41720 2.38603 0.10195
Si 0.30316 -0.31937 -0.45418
Si -0.92967 -2.32436 -1.83537
S -3.06796 -2.12762 -1.80562
H 2.17001 1.38828 0.53299
H 1.13260 0.29492 2.46045
H 1.01130 1.96059 2.63363
H -0.30214 1.07902 2.10303
H 0.90454 3.21175 0.22333
H 1.11011 -1.33693 0.23774
H 0.73543 0.19383 -1.74612
H -1.03998 -0.10587 0.10372
H -0.83382 -3.50665 -2.70950
H -3.41521 -3.21532 -2.48586
*
```



(2)
The following is a quantum chemistry calculation of CH10NOSr as an isolated structure in a non-equilibrium geometry, from the OMol25 dataset.

Kohn-Sham gap (alpha / beta), Ha: 0.1192 / 0.1192
Highest occupied orbital energy (alpha / beta), eV: -0.34 / -0.35
LUMO (alpha / beta), eV: 2.899 / 2.899

```
! wB97M-V def2-TZVPD RIJCOSX def2/J DEFGRID3
* xyz -1 1
C 0.05898 1.50373 -1.83133
Sr 0.40159 0.12008 -0.04221
N 0.99261 -1.23849 2.15030
H 0.63289 1.93139 1.49616
H 0.19904 -1.32167 2.79485
H 1.28667 1.31777 -1.13387
H 0.06163 2.58502 -1.94360
H -0.94955 1.23521 -1.41557
H 0.19637 1.05426 -2.81789
H 1.38255 -2.18097 2.05979
H 1.69785 -0.68647 2.65275
O -1.65958 -1.24172 -0.55727
H -1.81925 -1.75615 -1.37375
H -2.48180 -1.32199 -0.03836
*
```



(3)
The following is a quantum chemistry calculation of a 2-piece molecular cluster, CH10NSi2 overall in a non-equilibrium geometry, from the OMol25 dataset.

Kohn-Sham gap, Ha: 0.3918
Highest occupied orbital energy, eV: -15.05
LUMO, eV: -4.385

```
! wB97M-V def2-TZVPD RIJCOSX def2/J DEFGRID3
* xyz 1 1
C 0.02826 0.00403 -0.20219
N -0.02769 1.50475 0.11529
Si 1.64126 -0.77646 0.06650
Si -1.64600 -0.85251 0.19897
H -0.00661 0.22069 -1.80447
H 0.25702 2.11628 -0.68782
H 0.61823 1.73164 0.78149
H -0.93090 1.72686 0.49455
H 1.65048 -2.05582 -0.82842
H 2.91260 -0.14093 -0.33995
H 1.51681 -0.87302 1.60190
H -1.53731 -0.91555 1.63407
H -2.08191 -1.99873 -0.66152
H -2.39423 0.30878 -0.36839
*
```



(4)
The following is a quantum chemistry calculation of a 4-piece molecular cluster, CH10O3S overall in a non-equilibrium geometry, from the OMol25 dataset.

Kohn-Sham gap, Ha: 0.3718
Structure (SMILES): CS.O.O.O
Highest occupied orbital energy, eV: -9.38
LUMO, eV: 0.741

```
! wB97M-V def2-TZVPD RIJCOSX def2/J DEFGRID3
* xyz 0 1
C -1.43954 2.41112 0.72190
S -1.40757 1.84981 -1.00987
H -0.43028 2.54264 1.08908
H -2.07652 3.28574 0.79020
H -1.94483 1.63702 1.29941
H -2.55774 1.11287 -0.98857
O 2.13956 -1.23892 1.57616
H 2.98672 -1.38550 2.01692
H 1.99276 -2.14652 1.23051
O 0.82800 -3.40866 0.30075
H 0.86774 -4.11597 -0.35638
H 0.34865 -2.69198 -0.14266
O 0.76211 -0.62232 -0.94154
H 0.00378 -0.07898 -0.69625
H 1.21430 -0.88296 -0.13718
*
```



(5)
The following is a quantum chemistry calculation of a 5-piece molecular cluster, CH10O3S overall in a non-equilibrium geometry, from the OMol25 dataset.

Kohn-Sham gap, Ha: 0.1711
Highest occupied orbital energy, eV: -9.44
LUMO, eV: -4.785

```
! wB97M-V def2-TZVPD RIJCOSX def2/J DEFGRID3
* xyz 0 1
C -1.07915 0.72111 -1.41889
S -1.80910 0.60877 0.19444
H -1.83368 1.07715 -2.12375
H -0.38814 1.58366 -1.22037
H -0.65322 -0.23667 -1.69341
H 1.36841 0.45135 -1.08661
H 1.83820 -0.85211 -1.83590
H 2.87572 -1.31535 -2.87635
O 2.05558 -1.56464 -2.44199
H 0.02448 1.11497 1.17996
H 1.38342 1.06999 0.51255
O 0.97193 1.28786 1.37206
H -0.10593 -1.25722 1.84544
H 1.20043 -0.74341 2.30693
O 0.70194 -1.57138 2.26986
*
```



(6)
The following is a quantum chemistry calculation of a 4-piece molecular cluster, CH10O3S2 overall in a non-equilibrium geometry, from the OMol25 dataset.

Kohn-Sham gap, Ha: 0.3583
Structure (SMILES): CSS.O.O.O
Highest occupied orbital energy, eV: -9.23
LUMO, eV: 0.523

```
! wB97M-V def2-TZVPD RIJCOSX def2/J DEFGRID3
* xyz 0 1
C 0.91494 0.56607 1.04106
S 2.22760 0.47529 -0.21400
S 3.32697 -1.13196 0.52270
H 0.31428 -0.32491 0.97689
H 0.37999 1.46213 0.79053
H 1.36446 0.61780 2.00609
H 4.00272 -0.40250 1.42154
O -0.16257 -1.59358 -1.80750
H 0.26179 -1.74029 -2.66353
H 0.41998 -0.93885 -1.39662
O -1.99355 -0.83462 0.16391
H -2.89126 -0.63182 -0.11159
H -1.59314 -1.29268 -0.59600
O -1.88702 2.10187 -0.00123
H -2.67278 2.48150 -0.39824
H -2.01243 1.18654 0.26599
*
```



(7)
The following is a quantum chemistry calculation of a 4-piece molecular cluster, CH11N2O3 overall in a non-equilibrium geometry, from the OMol25 dataset.

Kohn-Sham gap (alpha / beta), Ha: 0.2951 / 0.1357
Highest occupied orbital energy (alpha / beta), eV: -18.63 / -18.48
LUMO (alpha / beta), eV: -10.604 / -14.792

```
! wB97M-V def2-TZVPD RIJCOSX def2/J DEFGRID3
* xyz 2 2
N 0.48850 -0.76410 -0.18055
C 1.65805 -0.07486 -0.31247
N 1.88715 0.87297 0.66049
H -0.06718 -0.48932 0.77028
H 0.26307 -1.36560 -0.99004
H 2.47731 -0.30611 -1.04077
H 2.75953 1.31606 0.58561
H 1.12385 1.66805 0.77546
H -0.31177 -3.71009 -1.75365
H 0.35821 -3.13528 -2.86976
O 0.09786 -2.88567 -1.97288
H -0.81249 1.00307 2.98237
H -1.09098 1.70902 1.66957
O -0.42115 1.10207 2.05712
H -2.80011 1.27599 -0.88249
H -2.99797 2.30289 0.43036
O -2.61188 1.48091 0.07136
*
```



(8)
The following is a quantum chemistry calculation of a 5-piece molecular cluster, CH11NO4 overall in a non-equilibrium geometry, from the OMol25 dataset.

Kohn-Sham gap, Ha: 0.3496
Structure (SMILES): C=N.O.O.O.O
Highest occupied orbital energy, eV: -9.40
LUMO, eV: 0.114

```
! wB97M-V def2-TZVPD RIJCOSX def2/J DEFGRID3
* xyz 0 1
C 4.10795 3.62344 -0.43967
N 5.21081 4.20420 -0.49882
H 3.83213 3.06005 0.45070
H 3.37479 3.56868 -1.26744
H 5.61011 4.67104 -1.29984
O -2.03391 -2.91576 1.15880
H -2.67006 -3.58634 1.39961
H -2.22788 -2.03502 1.50559
O -4.08647 -0.87565 1.81449
H -3.65670 -0.16029 2.29392
H -4.42920 -1.53037 2.43527
O -1.82143 -2.12263 -1.51113
H -1.98113 -2.20487 -0.55209
H -2.57954 -1.62655 -1.82699
O 0.80152 -0.31810 -0.90016
H 1.45897 -0.80697 -0.40138
H -0.00943 -0.82710 -0.77407
*
```



(9)
The following is a quantum chemistry calculation of a 5-piece molecular cluster, CH11NO4 overall in a non-equilibrium geometry, from the OMol25 dataset.

Kohn-Sham gap, Ha: 0.3965
Structure (SMILES): C=N.O.O.O.O
Highest occupied orbital energy, eV: -10.30
LUMO, eV: 0.493

```
! wB97M-V def2-TZVPD RIJCOSX def2/J DEFGRID3
* xyz 0 1
C 1.25810 0.53729 2.05648
N 0.25195 -0.11326 2.44845
H 1.16961 1.35687 1.34255
H 2.26755 0.55338 2.48530
H 0.53515 -0.63732 3.27458
O -2.43069 1.16792 4.68901
H -1.84274 1.91885 4.81014
H -1.93970 0.37264 4.91311
O 0.87471 0.61850 -4.53540
H 0.43114 -0.22542 -4.34786
H 0.72582 1.17177 -3.75866
O -0.27083 -0.03684 -1.00935
H -0.83861 0.72177 -0.82599
H -0.56050 -0.34307 -1.88045
O 0.35520 -2.06892 -3.36180
H -0.27909 -2.60624 -3.84940
H 0.29293 -2.38794 -2.45071
*
```



(10)
The following is a quantum chemistry calculation of a 5-piece molecular cluster, CH11NO5 overall in a non-equilibrium geometry, from the OMol25 dataset.

Kohn-Sham gap, Ha: 0.4038
Structure (SMILES): NC=O.O.O.O.O
Highest occupied orbital energy, eV: -10.42
LUMO, eV: 0.570

```
! wB97M-V def2-TZVPD RIJCOSX def2/J DEFGRID3
* xyz 0 1
N -0.16400 1.34787 0.80743
C -1.26511 0.97375 1.48634
O -1.34306 -0.13023 2.01172
H -0.00672 2.15130 0.21125
H 0.63045 0.73141 0.85308
H -2.13123 1.62552 1.36895
O 1.60399 1.96291 -1.47669
H 2.15072 2.57183 -1.97342
H 1.91790 1.03265 -1.60436
O 2.08852 -0.63457 -1.07206
H 1.55939 -1.11787 -0.40464
H 2.40210 -1.29414 -1.68830
O -2.21082 -1.42866 -1.61063
H -1.86809 -0.68343 -2.14201
H -1.87310 -1.39760 -0.73323
O 0.52560 -1.66364 0.83123
H -0.36846 -1.52254 1.24723
H 1.02671 -1.96835 1.56986
*
```



(11)
The following is a quantum chemistry calculation of a 5-piece molecular cluster, CH11NO5 overall in a non-equilibrium geometry, from the OMol25 dataset.

Kohn-Sham gap, Ha: 0.3809
Structure (SMILES): NC=O.O.O.O.O
Highest occupied orbital energy, eV: -9.69
LUMO, eV: 0.673

```
! wB97M-V def2-TZVPD RIJCOSX def2/J DEFGRID3
* xyz 0 1
N -0.65056 1.64410 -0.17950
C -1.59258 0.86334 0.35311
O -1.40288 -0.33917 0.50935
H -0.68341 2.64420 -0.22804
H 0.26432 1.24340 -0.28892
H -2.55480 1.27576 0.67630
O 2.17412 2.08199 -0.53892
H 2.89102 2.61628 -0.87895
H 2.44855 1.15228 -0.39963
O 2.72379 -0.43962 0.31932
H 1.91180 -0.70936 0.77040
H 3.28965 -1.21147 0.41873
O -3.02230 -0.25304 -1.87686
H -2.48990 -0.94509 -1.48183
H -3.93563 -0.53810 -1.92186
O 1.03884 -2.98780 1.56768
H 0.47553 -3.61238 1.08307
H 0.41076 -2.75809 2.26697
*
```



(12)
The following is a quantum chemistry calculation of a 5-piece molecular cluster, CH11NO5 overall in a non-equilibrium geometry, from the OMol25 dataset.

Kohn-Sham gap, Ha: 0.3849
Structure (SMILES): NC=O.O.O.O.O
Highest occupied orbital energy, eV: -10.14
LUMO, eV: 0.337

```
! wB97M-V def2-TZVPD RIJCOSX def2/J DEFGRID3
* xyz 0 1
N 0.99073 0.40309 0.05148
C 1.45833 -0.04184 -1.26975
O 1.05338 -0.98543 -1.82176
H 1.22626 1.40292 0.23118
H 0.21293 0.00597 0.62949
H 2.11357 0.75490 -1.64971
O 2.83926 0.13652 3.03170
H 2.52609 0.16359 3.87777
H 2.04775 -0.12029 2.57721
O -1.79041 -0.40245 1.31886
H -1.71520 -1.30725 0.97642
H -2.73886 -0.25061 1.46748
O -1.63942 1.71161 -0.77158
H -1.66753 1.17045 0.06172
H -2.22372 2.49035 -0.62379
O -2.02131 -1.09357 -1.37126
H -1.18814 -1.55863 -1.58646
H -1.81020 -0.25540 -1.79084
*
```